[1]
Here is 10 unconnected molecules or ions with the total composition C54H75F4N16O14S4 at a distorted geometry from the OMol25 dataset. Energies are from ωB97M-V/def2-TZVPD.

Element x y z (Å)
C  -3.16  -1.60  -0.91
C  -4.11  -1.63  0.28
N  -4.80  -2.88  0.46
C  -5.73  -3.08  1.45
C  -6.10  -4.40  1.40
N  -5.27  -5.00  0.49
C  -4.54  -4.05  -0.11
C  -5.29  -6.42  0.25
H  -2.24  -2.18  -0.83
H  -2.71  -0.61  -1.03
H  -3.65  -1.82  -1.86
H  -4.82  -0.80  0.18
H  -3.55  -1.31  1.16
H  -5.98  -2.23  2.07
H  -6.71  -4.95  2.10
H  -3.64  -4.25  -0.67
H  -4.74  -6.87  1.08
H  -4.78  -6.72  -0.67
H  -6.31  -6.79  0.14
C  -3.47  2.54  0.02
C  -2.28  3.32  0.61
N  -1.17  2.38  0.67
C  -0.82  1.61  1.76
C  0.19  0.75  1.43
N  0.61  1.21  0.20
C  -0.20  2.14  -0.26
C  1.76  0.68  -0.55
H  -3.68  1.74  0.72
H  -3.19  2.10  -0.94
H  -4.27  3.27  -0.07
H  -2.40  3.75  1.60
H  -1.96  4.13  -0.05
H  -1.38  1.74  2.68
H  0.59  -0.06  2.00
H  -0.11  2.62  -1.23
H  2.34  0.00  0.06
H  2.35  1.53  -0.87
H  1.48  0.08  -1.42
C  -1.59  4.59  -4.38
C  -2.68  3.70  -3.71
N  -3.59  4.46  -2.86
C  -3.23  5.42  -1.94
C  -4.34  5.80  -1.26
N  -5.38  5.00  -1.68
C  -4.88  4.20  -2.63
C  -6.69  4.83  -1.04
H  -2.00  5.52  -4.76
H  -1.13  3.96  -5.13
H  -0.81  4.81  -3.65
H  -2.29  2.83  -3.18
H  -3.28  3.30  -4.53
H  -2.23  5.82  -1.97
H  -4.49  6.58  -0.53
H  -5.42  3.47  -3.21
H  -6.63  5.37  -0.09
H  -6.91  3.78  -0.86
H  -7.48  5.39  -1.55
C  4.04  3.63  -7.25
N  3.76  2.25  -6.86
C  3.62  2.01  -5.53
C  3.29  0.75  -5.10
C  3.14  -0.28  -6.03
C  3.38  -0.02  -7.38
C  3.66  1.26  -7.77
C  2.54  -1.60  -5.67
C  2.91  -2.76  -6.36
C  2.25  -3.96  -6.15
N  1.27  -4.01  -5.23
C  0.92  -2.92  -4.51
C  1.44  -1.69  -4.79
C  0.68  -5.34  -4.92
H  3.41  4.33  -6.70
H  3.72  3.74  -8.28
H  5.10  3.84  -7.18
H  3.89  2.82  -4.88
H  3.12  0.60  -4.04
H  3.34  -0.80  -8.12
H  3.93  1.55  -8.78
H  3.70  -2.69  -7.09
H  2.59  -4.84  -6.68
H  0.12  -3.00  -3.80
H  1.04  -0.76  -4.38
H  0.59  -5.90  -5.84
H  -0.15  -5.22  -4.23
H  1.45  -5.82  -4.31
C  -5.59  2.97  7.15
N  -4.36  3.12  6.34
C  -4.44  3.67  5.12
C  -3.28  4.05  4.47
C  -2.03  3.86  5.03
C  -2.03  3.19  6.26
C  -3.17  2.84  6.94
C  -0.81  4.39  4.37
C  -0.68  5.75  4.16
C  0.57  6.24  3.81
N  1.57  5.39  3.50
C  1.46  4.05  3.64
C  0.27  3.54  4.11
C  2.88  5.91  3.01
H  -6.37  2.68  6.45
H  -5.83  3.96  7.53
H  -5.50  2.18  7.89
H  -5.43  3.72  4.70
H  -3.39  4.61  3.55
H  -1.03  3.02  6.63
H  -3.15  2.43  7.94
H  -1.44  6.48  4.42
H  0.86  7.27  3.66
H  2.35  3.46  3.49
H  0.11  2.48  4.24
H  2.79  6.96  2.77
H  3.27  5.27  2.23
H  3.55  5.90  3.88
C  8.09  -10.24  -1.52
N  7.66  -8.90  -1.07
C  6.49  -8.76  -0.40
C  6.00  -7.54  -0.06
C  6.82  -6.42  -0.26
C  8.00  -6.58  -0.97
C  8.39  -7.82  -1.45
C  6.36  -5.08  0.16
C  5.16  -4.54  -0.29
C  4.77  -3.32  0.17
N  5.37  -2.73  1.22
C  6.61  -3.15  1.58
C  7.11  -4.34  1.07
C  4.81  -1.51  1.87
H  8.33  -10.85  -0.65
H  9.00  -10.15  -2.11
H  7.33  -10.75  -2.11
H  6.00  -9.72  -0.29
H  5.08  -7.47  0.49
H  8.50  -5.65  -1.19
H  9.26  -7.94  -2.08
H  4.58  -4.99  -1.09
H  3.81  -2.90  -0.09
H  7.08  -2.63  2.40
H  8.02  -4.75  1.49
H  4.18  -0.96  1.18
H  5.60  -0.87  2.27
H  4.35  -1.94  2.76
N  -6.34  -0.30  3.11
S  -5.19  0.31  3.95
O  -5.52  0.69  5.30
O  -4.15  1.13  3.30
F  -4.37  -1.02  4.22
S  -7.01  1.17  2.64
O  -6.74  1.49  1.27
O  -7.08  2.18  3.66
F  -8.53  0.69  2.59
N  -0.17  0.54  6.64
S  -1.14  -0.34  7.50
O  -0.49  -1.29  8.36
O  -2.38  -0.76  6.91
F  -1.47  0.87  8.52
S  -0.15  -0.45  5.25
O  -0.96  -0.05  4.12
O  0.06  -1.86  5.42
F  1.31  0.07  4.82
N  5.20  0.08  -1.15
O  4.21  -0.65  -1.48
O  6.29  -0.48  -0.91
O  5.06  1.30  -0.98
N  0.45  1.91  -3.97
O  1.05  2.58  -3.11
O  -0.43  1.04  -3.67
O  0.61  2.26  -5.16

Results
- Net charge: +5
- HOMO: -16.2 eV
- HOMO-LUMO gap: 5.439 eV
- F_max: 6.3 eV Å⁻¹

=====

[2]
Here is a molecular structure, C29H29EuN3OPS2 at a distorted geometry from the OMol25 dataset. Energies are from ωB97M-V/def2-TZVPD.

Element x y z (Å)
Eu  -1.07  0.67  0.31
C  -3.58  -0.49  -2.39
C  -4.09  0.60  -1.52
N  -3.39  1.14  -0.55
C  -4.13  2.07  0.15
C  -5.40  2.25  -0.33
S  -5.69  1.23  -1.67
C  -3.56  2.68  1.34
C  -4.22  3.50  2.21
S  -3.23  3.91  3.54
C  -1.97  2.94  2.87
N  -2.27  2.37  1.73
C  -0.65  2.78  3.53
H  -2.88  -1.11  -1.82
H  -3.07  -0.09  -3.28
H  -4.40  -1.11  -2.74
H  -6.16  2.90  0.03
H  -5.22  3.87  2.15
H  0.07  3.50  3.13
H  -0.27  1.77  3.38
H  -0.73  2.97  4.60
C  -2.48  -1.14  2.07
O  -1.50  -1.08  1.09
H  -2.69  -2.19  2.33
H  -3.44  -0.71  1.72
H  -2.15  -0.63  3.00
N  -0.44  0.22  -1.97
C  -0.14  -0.39  -2.91
C  0.15  -1.23  -3.98
C  -0.31  -2.55  -3.88
C  -0.06  -3.44  -4.89
C  0.66  -3.04  -6.01
C  1.10  -1.73  -6.13
C  0.86  -0.82  -5.12
H  -0.87  -2.85  -3.00
H  -0.42  -4.46  -4.82
H  0.86  -3.74  -6.81
H  1.64  -1.42  -7.01
H  1.20  0.20  -5.20
C  2.65  2.64  1.22
P  1.59  1.14  1.21
C  2.09  0.21  2.71
C  3.18  0.55  3.51
C  3.59  -0.31  4.52
C  2.94  -1.51  4.71
C  1.83  -1.84  3.94
C  1.40  -0.97  2.96
C  2.38  0.05  -0.05
C  1.66  -1.11  -0.36
C  2.19  -2.03  -1.25
C  3.41  -1.78  -1.86
C  4.13  -0.64  -1.54
C  3.62  0.27  -0.63
H  2.38  3.27  2.07
H  2.52  3.20  0.30
H  3.70  2.34  1.32
H  3.70  1.49  3.36
H  4.43  -0.04  5.14
H  3.29  -2.20  5.46
H  1.33  -2.78  4.09
H  0.50  -1.21  2.38
H  0.70  -1.32  0.11
H  1.65  -2.94  -1.47
H  3.81  -2.49  -2.58
H  5.09  -0.48  -2.00
H  4.20  1.15  -0.41

Results
- Spin multiplicity: 8
- Energy relative to the best compared isomer or geometry (same formula, charge and spin): 0.898 eV
- Net charge: +1
- HOMO (alpha / beta): -8.6 / -11.1 eV
- HOMO-LUMO gap (alpha / beta): 6.085 / 8.557 eV
- F_max: 3.6 eV Å⁻¹

=====

[3]
Here is a molecular structure, C35H37BF4IrP2 at a distorted geometry from the OMol25 dataset. Energies are from ωB97M-V/def2-TZVPD.

Element x y z (Å)
Ir  -0.92  2.27  -0.81
C  0.48  5.72  -1.25
C  0.41  5.65  0.12
C  -0.49  6.49  0.94
C  -1.97  6.39  0.45
C  -2.34  5.11  -0.23
C  -2.00  4.80  -1.47
C  -1.61  5.78  -2.52
C  -0.36  6.58  -2.11
C  -1.42  0.13  -0.26
H  1.31  5.26  -1.77
H  1.23  5.26  0.71
H  -0.12  7.53  0.95
H  -0.44  6.15  1.98
H  -2.59  6.53  1.35
H  -2.21  7.25  -0.20
H  -3.17  4.61  0.25
H  -2.18  3.82  -1.93
H  -2.44  6.48  -2.76
H  -1.41  5.26  -3.48
H  0.19  6.85  -3.02
H  -0.60  7.53  -1.63
H  -0.93  -0.50  -1.04
H  -2.44  -0.29  -0.24
H  -0.93  -0.25  0.66
P  0.58  2.78  0.89
P  -2.79  2.01  0.48
C  -0.78  3.54  1.84
C  -2.10  3.22  1.62
C  1.82  2.43  2.18
C  2.10  3.38  3.19
C  3.17  3.19  4.08
C  3.96  2.05  3.99
C  3.68  1.08  3.02
C  2.61  1.26  2.13
C  1.77  3.26  -0.49
C  1.30  2.92  -1.77
C  2.04  3.20  -2.91
C  3.28  3.82  -2.77
C  3.80  4.10  -1.50
C  3.07  3.77  -0.35
C  -3.83  0.95  1.49
C  -3.27  0.40  2.66
C  -4.07  -0.38  3.49
C  -5.41  -0.61  3.17
C  -5.95  -0.09  1.99
C  -5.16  0.66  1.13
C  -3.75  2.13  -1.12
C  -3.04  1.68  -2.25
C  -3.54  1.94  -3.54
C  -4.81  2.49  -3.66
C  -5.54  2.87  -2.53
C  -4.99  2.76  -1.26
H  -0.47  4.09  2.71
H  -2.86  3.58  2.31
H  1.49  4.29  3.28
H  3.37  3.94  4.85
H  4.77  1.89  4.70
H  4.31  0.18  2.98
H  2.39  0.50  1.37
H  0.34  2.35  -2.02
H  1.62  2.90  -3.88
H  3.85  4.04  -3.67
H  4.80  4.54  -1.42
H  3.52  3.88  0.64
H  -2.22  0.58  2.90
H  -3.64  -0.82  4.39
H  -6.05  -1.21  3.84
H  -6.99  -0.27  1.72
H  -5.58  1.01  0.19
H  -1.99  1.24  -2.17
H  -2.92  1.69  -4.40
H  -5.23  2.62  -4.66
H  -6.54  3.28  -2.64
H  -5.51  3.09  -0.35
F  1.07  0.30  -1.35
B  1.84  -0.85  -0.92
F  1.49  -1.11  0.46
F  1.53  -1.92  -1.74
F  3.17  -0.40  -0.97

Results
- Spin multiplicity: 6
- Energy relative to the best compared isomer or geometry (same formula, charge and spin): 5.107 eV
- Net charge: +2
- HOMO (alpha / beta): -11.5 / -14.4 eV
- HOMO-LUMO gap (alpha / beta): 5.170 / 3.995 eV
- F_max: 3.7 eV Å⁻¹

=====

[4]
Here is a molecular structure, C7H24B3BrO8P2 at a distorted geometry from the OMol25 dataset. Energies are from ωB97M-V/def2-TZVPD.

Element x y z (Å)
C  0.82  -1.70  3.12
C  0.64  -1.72  1.61
C  -0.82  -1.63  1.17
C  -0.94  -1.77  -0.36
B  -1.32  -0.19  1.53
O  -2.05  0.07  2.70
B  -2.84  1.17  2.43
P  -4.75  0.91  2.31
O  -5.50  2.01  1.66
O  -2.20  2.36  2.18
B  -1.18  2.13  1.30
P  0.14  3.52  0.94
O  1.48  2.66  0.49
Br  -0.58  4.21  -1.06
O  -1.07  0.89  0.70
H  0.37  -2.58  3.55
H  1.87  -1.69  3.38
H  0.37  -0.83  3.59
H  1.08  -2.63  1.21
H  1.19  -0.91  1.14
H  -1.44  -2.38  1.65
H  -0.31  -1.06  -0.87
H  -1.97  -1.53  -0.64
H  -0.73  -2.79  -0.65
H  -4.87  -0.29  1.57
H  -5.20  0.60  3.61
H  1.92  2.28  1.26
C  2.63  -0.79  -2.11
O  2.29  -1.82  -1.18
H  2.38  0.16  -1.66
H  3.70  -0.81  -2.34
H  2.07  -0.91  -3.04
H  2.52  -2.67  -1.58
C  4.22  -4.70  -0.15
O  2.90  -5.05  -0.54
H  4.71  -4.22  -1.00
H  4.20  -4.00  0.69
H  4.79  -5.59  0.13
H  2.48  -5.46  0.22
C  -2.07  6.39  -4.57
O  -1.08  5.40  -4.82
H  -2.30  6.87  -5.52
H  -2.98  5.95  -4.17
H  -1.69  7.15  -3.88
H  -0.88  4.97  -3.98

Results
- Net charge: 0
- HOMO: -9.0 eV
- HOMO-LUMO gap: 8.433 eV
- F_max: 1.4 eV Å⁻¹

=====

Q: Look up the F_max of the fourth one.
A: 1.4 eV Å⁻¹